The following is a quantum chemistry calculation of a molecular structure, C24H31N2O2PSe2Sr, from the OMol25 dataset.

```
63
Properties=species:S:1:pos:R:3
Sr -1.710 -0.043 -0.950
C -5.081 -2.847 -0.659
Se -3.601 -2.205 0.432
C -2.443 -3.769 0.346
C -1.951 -4.185 -1.030
Se -0.803 -2.852 -1.894
C -1.733 -2.718 -3.609
H -5.559 -3.676 -0.142
H -4.751 -3.153 -1.648
H -5.787 -2.026 -0.753
H -2.986 -4.598 0.803
H -1.614 -3.530 1.012
H -2.766 -4.373 -1.727
H -1.369 -5.101 -0.946
H -1.642 -3.671 -4.125
H -1.232 -1.951 -4.196
H -2.782 -2.473 -3.456
O 4.791 -3.482 -0.324
C 5.270 -2.162 -0.330
N 4.226 -1.390 -0.969
C 4.117 -0.060 -0.801
O 4.870 0.616 -0.127
C 2.932 0.597 -1.457
C 3.075 1.838 -2.066
C 1.945 2.488 -2.532
C 0.710 1.899 -2.326
N 0.554 0.712 -1.731
C 1.658 0.069 -1.326
H 5.508 -4.077 -0.084
H 6.208 -2.079 -0.889
H 5.416 -1.764 0.678
H 3.679 -1.871 -1.665
H 4.058 2.283 -2.147
H 2.008 3.449 -3.019
H -0.190 2.422 -2.636
H 1.516 -0.892 -0.839
C -2.678 3.587 1.917
P -1.688 2.318 1.068
C -1.521 0.858 2.127
C -0.550 -0.104 1.815
C -0.491 -1.310 2.510
C -1.414 -1.587 3.509
C -2.406 -0.658 3.791
C -2.468 0.542 3.100
C -0.053 3.118 0.864
C 1.190 2.618 1.231
C 2.354 3.321 0.935
C 2.294 4.535 0.267
C 1.058 5.040 -0.114
C -0.098 4.332 0.169
H -3.655 3.697 1.452
H -2.139 4.530 1.863
H -2.810 3.348 2.973
H 0.226 0.087 1.073
H 0.306 -2.008 2.282
H -1.356 -2.513 4.064
H -3.137 -0.863 4.561
H -3.256 1.244 3.345
H 1.302 1.710 1.811
H 3.306 2.909 1.245
H 3.201 5.083 0.055
H 0.988 5.990 -0.627
H -1.045 4.752 -0.154
```

Energy (hartree): -6367.6211
Kohn-Sham gap (eV): 7.78
Net charge: +2
Multiplicity: 1
E_HOMO (eV): -13.72
LUMO energy (eV): -5.936

In the Mulliken picture, each atom carries the following charge in e: number 1, Sr, carries 1.52; number 2, C, carries -1.02; number 3, Se, carries 0.15; number 4, C, carries -0.63; number 5, C, carries -0.77; number 6, Se, carries -0.04; number 7, C, carries -1.00; number 8, H, carries 0.35; number 9, H, carries 0.28; number 10, H, carries 0.36; number 11, H, carries 0.48; number 12, H, carries 0.26; number 13, H, carries 0.43; number 14, H, carries 0.43; number 15, H, carries 0.34; number 16, H, carries 0.38; number 17, H, carries 0.37; number 18, O, carries -0.53; number 19, C, carries -0.40; number 20, N, carries -0.16; number 21, C, carries 0.08; number 22, O, carries -0.62; number 23, C, carries 0.22; number 24, C, carries -0.23; number 25, C, carries -0.78; number 26, C, carries -0.51; number 27, N, carries 0.27; number 28, C, carries -0.70; number 29, H, carries 0.33; number 30, H, carries 0.31; number 31, H, carries 0.32; number 32, H, carries 0.28; number 33, H, carries 0.53; number 34, H, carries 0.48; number 35, H, carries 0.39; number 36, H, carries 0.68; number 37, C, carries -1.29; number 38, P, carries 0.22; number 39, C, carries 0.70; number 40, C, carries 0.04; number 41, C, carries -1.33; number 42, C, carries -0.60; number 43, C, carries -0.74; number 44, C, carries -0.74; number 45, C, carries 0.85; number 46, C, carries -0.26; number 47, C, carries -0.72; number 48, C, carries -0.62; number 49, C, carries -0.81; number 50, C, carries -0.72; number 51, H, carries 0.39; number 52, H, carries 0.49; number 53, H, carries 0.41; number 54, H, carries 0.67; number 55, H, carries 0.57; number 56, H, carries 0.45; number 57, H, carries 0.45; number 58, H, carries 0.38; number 59, H, carries 0.59; number 60, H, carries 0.42; number 61, H, carries 0.46; number 62, H, carries 0.45; number 63, H, carries 0.47

=====

The following is a quantum chemistry calculation of a molecular structure, C38H67IO2P at a distorted geometry, from the OMol25 dataset.

```
109
Properties=species:S:1:pos:R:3
C 1.457 4.430 1.802
C 2.697 5.197 1.247
C 2.256 6.652 0.942
C 1.216 6.726 -0.237
C -0.215 7.172 0.215
C -1.320 6.075 0.042
C -2.134 5.834 1.355
C -2.870 4.460 1.368
C -1.906 3.369 1.906
C -2.655 2.033 2.240
C -2.098 0.812 1.462
C -1.372 -0.232 2.344
C -0.356 0.335 3.365
C 1.136 0.393 2.879
C 1.357 0.265 1.355
C 1.643 -1.211 0.953
C 1.538 -1.385 -0.591
C 0.085 -1.591 -1.072
C -0.088 -2.675 -2.165
C 0.937 -2.627 -3.334
P 0.888 -1.124 -4.365
O 1.199 0.156 -3.400
O -0.569 -0.827 -5.012
C -0.751 -1.260 -6.387
C -2.097 -0.638 -6.859
C -1.797 0.825 -7.313
C 2.283 -1.163 -5.561
I 2.412 -3.097 -6.537
C 3.626 -0.683 -4.938
C 4.312 -1.671 -3.975
H 1.738 3.456 2.215
H 0.754 4.330 0.970
H 0.933 5.023 2.565
H 2.983 4.661 0.331
H 3.478 5.150 2.012
H 3.152 7.236 0.710
H 1.746 7.008 1.845
H 1.640 7.424 -0.967
H 1.148 5.731 -0.695
H -0.490 8.020 -0.425
H -0.201 7.559 1.241
H -2.046 6.492 -0.666
H -0.904 5.128 -0.320
H -1.496 5.967 2.239
H -2.895 6.626 1.385
H -3.133 4.236 0.327
H -3.747 4.545 2.019
H -1.178 3.170 1.108
H -1.362 3.771 2.767
H -2.600 1.896 3.326
H -3.700 2.207 1.955
H -2.965 0.298 1.017
H -1.496 1.184 0.623
H -0.945 -1.030 1.724
H -2.161 -0.727 2.932
H -0.611 1.323 3.757
H -0.370 -0.353 4.232
H 1.541 1.371 3.175
H 1.728 -0.337 3.447
H 0.550 0.699 0.754
H 2.261 0.845 1.114
H 2.704 -1.374 1.185
H 1.010 -1.919 1.498
H 1.957 -0.458 -1.009
H 2.227 -2.184 -0.904
H -0.512 -1.923 -0.213
H -0.381 -0.669 -1.449
H 0.040 -3.659 -1.690
H -1.111 -2.673 -2.562
H 0.827 -3.545 -3.924
H 1.951 -2.669 -2.911
H 0.353 0.595 -3.223
H -0.836 -2.350 -6.470
H 0.015 -0.881 -7.068
H -2.528 -1.224 -7.675
H -2.771 -0.547 -6.003
H -0.879 0.875 -7.914
H -2.611 1.251 -7.904
H -1.642 1.449 -6.424
H 2.044 -0.457 -6.367
H 4.294 -0.411 -5.763
H 3.448 0.242 -4.373
H 4.353 -2.702 -4.338
H 5.348 -1.329 -3.851
H 3.878 -1.666 -2.967
C -0.677 -2.780 6.101
C 0.479 -3.277 5.512
C 1.368 -4.041 6.256
C 1.096 -4.316 7.590
C -0.060 -3.822 8.179
C -0.945 -3.051 7.436
H -1.368 -2.182 5.520
H 0.687 -3.068 4.469
H 2.272 -4.422 5.798
H 1.786 -4.915 8.171
H -0.273 -4.037 9.218
H -1.844 -2.662 7.897
C -2.659 -6.502 -1.069
C -2.248 -7.643 -0.392
C -1.574 -7.529 0.818
C -1.319 -6.274 1.356
C -1.733 -5.133 0.681
C -2.399 -5.248 -0.533
H -3.182 -6.592 -2.013
H -2.453 -8.622 -0.807
H -1.250 -8.418 1.342
H -0.799 -6.186 2.301
H -1.536 -4.154 1.102
H -2.719 -4.357 -1.061
```

Energy (hartree): -2277.4216
Kohn-Sham gap (eV): 7.59
Net charge: +1
Multiplicity: 1
E_HOMO (eV): -10.76
LUMO energy (eV): -3.175

Results of the Mulliken charge analysis, in e, for atoms 1 through 99: number 1, C, carries 0.14; number 2, C, carries -0.94; number 3, C, carries -0.70; number 4, C, carries -0.76; number 5, C, carries -0.89; number 6, C, carries -0.83; number 7, C, carries -0.78; number 8, C, carries -1.29; number 9, C, carries 0.42; number 10, C, carries -1.08; number 11, C, carries -0.68; number 12, C, carries -0.16; number 13, C, carries -0.27; number 14, C, carries -1.06; number 15, C, carries -0.36; number 16, C, carries -0.94; number 17, C, carries -0.64; number 18, C, carries 0.55; number 19, C, carries -1.63; number 20, C, carries -0.54; number 21, P, carries 0.96; number 22, O, carries -0.58; number 23, O, carries -0.21; number 24, C, carries -0.48; number 25, C, carries -0.54; number 26, C, carries -1.11; number 27, C, carries -0.84; number 28, I, carries 0.19; number 29, C, carries -0.55; number 30, C, carries -0.90; number 31, H, carries 0.01; number 32, H, carries -0.29; number 33, H, carries 0.31; number 34, H, carries 0.32; number 35, H, carries 0.41; number 36, H, carries 0.34; number 37, H, carries 0.34; number 38, H, carries 0.44; number 39, H, carries 0.40; number 40, H, carries 0.43; number 41, H, carries 0.51; number 42, H, carries 0.37; number 43, H, carries 0.43; number 44, H, carries 0.47; number 45, H, carries 0.39; number 46, H, carries 0.38; number 47, H, carries 0.46; number 48, H, carries -0.32; number 49, H, carries 0.35; number 50, H, carries 0.41; number 51, H, carries 0.56; number 52, H, carries 0.43; number 53, H, carries 0.21; number 54, H, carries -0.42; number 55, H, carries 0.53; number 56, H, carries 0.43; number 57, H, carries 0.02; number 58, H, carries 0.31; number 59, H, carries 0.44; number 60, H, carries 0.14; number 61, H, carries 0.54; number 62, H, carries 0.42; number 63, H, carries 0.27; number 64, H, carries 0.16; number 65, H, carries 0.59; number 66, H, carries 0.03; number 67, H, carries 0.21; number 68, H, carries 0.40; number 69, H, carries 0.33; number 70, H, carries 0.61; number 71, H, carries 0.32; number 72, H, carries 0.30; number 73, H, carries 0.33; number 74, H, carries 0.37; number 75, H, carries 0.41; number 76, H, carries 0.23; number 77, H, carries 0.29; number 78, H, carries 0.38; number 79, H, carries 0.27; number 80, H, carries 0.68; number 81, H, carries 0.40; number 82, H, carries 0.33; number 83, H, carries 0.28; number 84, H, carries 0.39; number 85, H, carries 0.15; number 86, C, carries -0.31; number 87, C, carries -0.07; number 88, C, carries -0.63; number 89, C, carries -0.33; number 90, C, carries -0.44; number 91, C, carries -0.47; number 92, H, carries 0.35; number 93, H, carries 0.46; number 94, H, carries 0.37; number 95, H, carries 0.37; number 96, H, carries 0.36; number 97, H, carries 0.38; number 98, C, carries -0.42; number 99, C, carries -0.45

=====

The following is a quantum chemistry calculation of a single C5H9NO molecule, from the OMol25 dataset.

```
16
Properties=species:S:1:pos:R:3
C -0.970 -0.974 1.611
C -1.165 -0.111 0.371
C -0.210 1.106 0.245
N 0.430 0.421 -0.876
C 1.760 0.525 -1.413
C -0.381 -0.681 -0.821
O -0.372 -1.720 -1.439
H 0.095 -1.201 1.750
H -1.498 -1.925 1.496
H -1.337 -0.473 2.513
H -2.221 0.100 0.177
H -0.683 2.055 -0.033
H 0.453 1.260 1.108
H 2.513 0.450 -0.613
H 1.893 -0.310 -2.108
H 1.909 1.468 -1.944
```

Energy (hartree): -325.9029
Kohn-Sham gap (eV): 10.25
Net charge: 0
Energy above the lowest of the compared OMol25 structures with the same formula, charge and spin (eV): 0.9434
Multiplicity: 1
SMILES: C[C@H]1CN(C)C1=O
E_HOMO (eV): -9.33
LUMO energy (eV): 0.916

In the Mulliken picture, each atom carries the following charge in e: number 1, C, carries -1.40; number 2, C, carries 0.32; number 3, C, carries -0.71; number 4, N, carries 0.11; number 5, C, carries -0.90; number 6, C, carries 0.37; number 7, O, carries -0.65; number 8, H, carries 0.36; number 9, H, carries 0.34; number 10, H, carries 0.35; number 11, H, carries 0.33; number 12, H, carries 0.27; number 13, H, carries 0.29; number 14, H, carries 0.31; number 15, H, carries 0.33; number 16, H, carries 0.29